# 1
AsF6H24O12 as an isolated structure. Source: the Open Molecules 2025 dataset; level of theory: the ωB97M-V functional and the def2-TZVPD basis.

Maximum force   2.452 eV/A
Energy above the lowest of the compared OMol25 structures with the same formula, charge and spin   0.222 eV

```
! wB97M-V def2-TZVPD RIJCOSX def2/J DEFGRID3
* xyz -1 1
As -0.478 0.693 0.590
F 0.349 -0.394 -0.517
F 0.403 2.020 -0.196
F -1.105 1.734 1.852
F -1.355 -0.712 1.189
F 0.866 0.351 1.696
F -1.815 0.930 -0.516
O 2.559 0.317 -2.228
H 2.144 1.186 -2.192
H 1.956 -0.226 -2.781
O -2.049 4.262 1.807
H -1.858 3.356 2.105
H -2.376 4.716 2.589
O 0.781 -2.818 1.632
H 1.385 -2.353 2.230
H -0.004 -2.259 1.596
O 1.149 -0.975 -4.034
H 1.428 -1.661 -4.646
H 0.590 -1.438 -3.388
O -3.317 -2.957 0.978
H -2.758 -3.397 0.330
H -2.944 -2.072 1.054
O 2.302 -1.416 3.525
H 2.294 -1.760 4.427
H 3.144 -1.715 3.156
O -1.482 -1.372 -2.518
H -0.879 -0.900 -1.927
H -2.195 -0.747 -2.680
O -2.801 3.396 -1.022
H -2.556 3.978 -0.291
H -2.434 2.530 -0.770
O -1.499 2.854 -3.626
H -1.241 3.774 -3.718
H -2.037 2.837 -2.821
O 3.329 -0.677 0.293
H 2.720 -0.543 1.027
H 2.914 -0.211 -0.455
O 1.988 -2.808 -1.588
H 2.840 -2.382 -1.731
H 1.853 -2.751 -0.631
O -0.049 -0.029 4.430
H -0.612 -0.194 3.665
H 0.850 -0.167 4.105
*
```

These are the Löwdin partial charges, in e, on atoms 1 to 8: 0.860 -0.244 -0.240 -0.232 -0.247 -0.247 -0.233 -0.081

# 2
One molecule with the formula C4H6N2O2. Source: the Open Molecules 2025 dataset; level of theory: the ωB97M-V functional and the def2-TZVPD basis.

Maximum force   2.573 eV/A
Energy above the lowest of the compared OMol25 structures with the same formula, charge and spin   2.482 eV

```
! wB97M-V def2-TZVPD RIJCOSX def2/J DEFGRID3
* xyz 0 1
C 1.371 0.536 0.169
C -0.624 -0.570 1.270
C 0.432 0.583 1.300
C 0.010 -0.400 -1.548
N 1.089 0.161 -1.004
N -1.336 -0.542 0.159
O -0.737 -1.295 2.241
O -0.718 0.214 -2.458
H 2.400 0.845 0.333
H 0.957 0.583 2.254
H -0.153 1.501 1.220
H 0.065 -1.473 -1.703
H -1.988 -1.312 0.065
H -0.770 1.168 -2.297
*
```

These are the Löwdin partial charges, in e, on atoms 1 to 8: -0.086 -0.639 -0.081 -0.238 0.106 0.101 0.017 0.092

# 3
A 20-piece molecular cluster, C53H149N3O20 overall. Source: the Open Molecules 2025 dataset; level of theory: the ωB97M-V functional and the def2-TZVPD basis.

Maximum force   2.807 eV/A

```
! wB97M-V def2-TZVPD RIJCOSX def2/J DEFGRID3
* xyz 0 1
C 4.534 4.053 2.576
C 5.673 4.071 3.661
O 5.727 2.763 4.374
H 4.718 3.130 2.001
H 4.659 4.970 1.983
H 3.588 4.012 3.115
H 5.480 4.814 4.480
H 6.647 4.206 3.176
H 4.840 2.366 4.292
C -3.068 2.300 -2.663
C -4.036 2.432 -3.814
O -3.303 1.973 -4.931
H -3.542 2.764 -1.816
H -2.095 2.783 -2.879
H -2.920 1.221 -2.476
H -4.428 3.500 -3.954
H -4.885 1.866 -3.550
H -3.899 1.807 -5.646
C 2.768 -3.592 -0.568
C 4.108 -2.874 -0.687
O 4.758 -2.925 0.577
H 3.059 -4.607 -0.339
H 2.259 -3.513 -1.463
H 2.227 -3.091 0.239
H 3.984 -1.817 -0.948
H 4.707 -3.245 -1.506
H 5.565 -3.433 0.526
C 2.367 3.528 -0.194
C 1.639 4.008 -1.407
O 2.567 4.244 -2.423
H 3.181 2.824 -0.347
H 1.737 3.216 0.653
H 2.872 4.438 0.211
H 1.076 4.901 -1.166
H 0.880 3.263 -1.717
H 2.125 4.069 -3.262
C 0.647 2.236 -4.508
C 0.307 3.669 -4.651
O -0.750 3.931 -5.504
H 1.516 2.106 -3.911
H 0.898 1.704 -5.458
H -0.143 1.727 -3.947
H 1.150 4.203 -5.070
H 0.094 4.127 -3.649
H -1.445 3.240 -5.370
C -4.303 -1.112 -1.171
C -5.147 0.010 -0.575
O -6.216 0.450 -1.481
H -3.923 -0.827 -2.182
H -5.002 -1.967 -1.341
H -3.489 -1.446 -0.483
H -4.576 0.947 -0.537
H -5.440 -0.254 0.420
H -6.993 -0.131 -1.442
C -2.988 4.261 1.883
C -2.737 3.542 0.564
O -1.377 3.736 0.147
H -2.286 3.957 2.630
H -4.007 4.159 2.286
H -2.742 5.326 1.743
H -3.336 3.923 -0.245
H -2.899 2.458 0.732
H -1.285 4.674 -0.052
C -7.173 2.873 1.126
C -7.104 1.982 2.321
O -5.698 1.955 2.749
H -6.599 3.780 1.385
H -8.144 3.226 0.784
H -6.501 2.429 0.391
H -7.470 0.971 2.083
H -7.697 2.518 3.145
H -5.611 1.441 3.556
C -2.372 -1.270 -5.584
C -2.701 -2.375 -4.567
O -1.984 -3.537 -4.799
H -2.702 -1.630 -6.562
H -1.326 -0.954 -5.628
H -2.970 -0.402 -5.284
H -3.757 -2.675 -4.597
H -2.482 -1.996 -3.556
H -1.946 -3.774 -5.727
C 4.779 -5.639 3.241
C 4.397 -4.346 3.924
O 3.425 -3.542 3.211
H 5.070 -5.393 2.205
H 3.894 -6.282 3.128
H 5.593 -6.052 3.806
H 5.275 -3.745 4.146
H 3.913 -4.529 4.905
H 3.787 -3.313 2.345
C 0.341 -4.870 4.468
C 0.114 -3.377 4.445
C 1.032 -2.881 5.509
O 0.937 -1.485 5.890
C -0.238 -1.189 6.524
N 0.464 -2.838 3.143
H 1.412 -5.029 4.160
H -0.360 -5.451 3.881
H 0.208 -5.179 5.510
H -0.924 -3.202 4.694
H 2.060 -3.013 5.121
H 1.010 -3.521 6.452
H -0.387 -0.115 6.615
H -0.215 -1.536 7.539
H -1.170 -1.547 6.033
H 1.455 -2.838 3.056
H 0.170 -1.891 3.032
C -1.813 6.135 -2.640
C -1.475 7.542 -2.135
C -0.486 7.447 -0.982
O -0.857 6.409 -0.001
C -0.037 6.436 1.164
N -0.747 8.361 -3.061
H -2.519 6.129 -3.471
H -2.262 5.574 -1.873
H -0.907 5.650 -3.000
H -2.372 8.072 -1.839
H -0.325 8.438 -0.542
H 0.503 7.228 -1.445
H 1.013 6.151 0.890
H -0.339 5.739 1.932
H 0.033 7.464 1.604
H -0.082 7.714 -3.492
H -1.355 8.575 -3.813
C -3.634 0.976 5.928
C -2.601 2.017 5.805
C -1.776 1.765 4.563
O -0.867 2.827 4.390
C 0.265 2.643 3.584
N -3.147 3.396 5.811
H -4.158 1.047 6.878
H -3.147 0.003 5.880
H -4.422 1.049 5.178
H -1.927 1.979 6.656
H -2.442 1.754 3.694
H -1.250 0.792 4.578
H 0.867 3.553 3.539
H 0.095 2.250 2.542
H 0.917 1.840 4.040
H -3.783 3.555 5.019
H -2.339 3.992 5.676
C -0.142 -0.920 -1.876
C -0.589 -0.060 -0.683
C 0.295 -0.295 0.502
O -0.422 1.268 -1.142
H -0.116 -2.002 -1.653
H 0.918 -0.639 -2.090
H -0.713 -0.735 -2.754
H -1.612 -0.260 -0.305
H 1.364 -0.184 0.387
H 0.125 -1.316 0.875
H 0.151 0.435 1.298
H -0.702 1.999 -0.574
C 3.760 0.485 1.683
C 3.782 -0.144 3.021
C 5.093 -0.902 3.325
O 3.516 0.850 4.013
H 4.712 1.017 1.449
H 3.027 1.297 1.564
H 3.467 -0.306 1.010
H 3.010 -0.847 3.123
H 5.915 -0.217 3.438
H 5.459 -1.550 2.538
H 4.921 -1.448 4.249
H 3.424 0.497 4.896
C 1.903 -1.175 -5.721
C 2.402 -2.590 -5.656
C 3.662 -2.876 -6.535
O 2.845 -2.912 -4.306
H 2.655 -0.431 -5.419
H 0.934 -1.062 -5.132
H 1.631 -1.027 -6.761
H 1.599 -3.294 -5.928
H 3.534 -2.608 -7.593
H 3.997 -3.899 -6.496
H 4.523 -2.311 -6.170
H 2.096 -3.265 -3.833
C -0.663 -5.843 0.342
C -1.123 -4.453 -0.224
C -2.354 -4.581 -1.083
O -1.464 -3.579 0.842
H -0.445 -6.576 -0.453
H -1.411 -6.242 1.014
H 0.254 -5.803 0.933
H -0.279 -3.987 -0.795
H -2.645 -3.611 -1.403
H -3.145 -4.903 -0.357
H -2.177 -5.219 -1.940
H -0.812 -3.602 1.543
C 3.727 0.553 -2.374
C 4.924 0.174 -3.289
C 6.254 0.839 -2.943
O 5.245 -1.228 -3.337
H 3.508 1.595 -2.615
H 3.821 0.481 -1.292
H 2.799 0.064 -2.779
H 4.620 0.459 -4.304
H 7.002 0.584 -3.668
H 6.637 0.634 -1.949
H 6.180 1.965 -3.006
H 4.440 -1.703 -3.490
C -3.073 -1.429 2.614
C -3.974 -2.482 3.189
C -5.332 -2.544 2.537
O -3.376 -3.744 3.139
H -3.436 -0.426 2.773
H -2.880 -1.579 1.538
H -2.079 -1.505 3.138
H -4.114 -2.272 4.242
H -5.966 -1.708 2.880
H -5.785 -3.479 2.815
H -5.167 -2.576 1.458
H -2.985 -3.771 2.241
C 0.941 -6.190 -4.979
C 0.589 -5.787 -3.573
C 1.595 -6.206 -2.542
O 0.545 -4.374 -3.482
H 0.183 -5.886 -5.687
H 1.048 -7.243 -5.106
H 1.821 -5.661 -5.351
H -0.428 -6.188 -3.344
H 2.509 -5.653 -2.712
H 1.690 -7.256 -2.703
H 1.153 -5.878 -1.598
H -0.321 -4.090 -3.819
*
```

These are the Löwdin partial charges, in e, on atoms 1 to 8: -0.088 -0.252 -0.136 0.057 0.074 0.065 0.109 0.101

For the records above, the corresponding HOMO energy values read -7.9, -8.8, -9.2 eV.
For the records above, the corresponding LUMO energy values read 2.411, 0.132, 0.322 eV.